This record from OMol25 describes a structure of composition C22H17F3NNaO4S3 in a non-equilibrium geometry. The level of theory is ωB97M-V with the def2-TZVPD basis set.

CARTESIAN COORDINATES (ANGSTROEM)
F1 1.490 -1.002 3.144
C1 2.024 0.201 3.507
F2 2.023 0.289 4.850
F3 3.308 0.233 3.072
S1 0.980 1.368 2.457
N1 1.219 -2.220 -0.832
S2 -0.109 -1.431 -0.901
C2 -1.253 -2.565 -0.027
C3 -2.085 -3.347 -0.851
C4 -3.306 -3.806 -0.346
C5 -3.664 -3.517 0.975
C6 -2.847 -2.711 1.786
C7 -1.637 -2.213 1.263
O1 -0.379 -0.159 -0.163
O2 -0.651 -1.427 -2.263
S3 2.715 -2.274 -1.456
C8 3.805 -1.733 -0.153
C9 4.448 -0.476 -0.173
C10 5.709 -0.364 0.417
C11 6.273 -1.422 1.142
C12 5.540 -2.612 1.259
C13 4.277 -2.729 0.690
O3 3.012 -3.671 -1.755
O4 2.927 -1.226 -2.428
H1 -1.769 -3.584 -1.860
H2 -3.967 -4.389 -1.003
H3 -4.641 -3.871 1.358
H4 -3.153 -2.438 2.804
H5 -1.000 -1.527 1.820
H6 4.005 0.376 -0.682
H7 6.305 0.542 0.279
H8 7.289 -1.359 1.573
H9 5.960 -3.492 1.736
H10 3.706 -3.650 0.812
C14 -0.539 3.469 1.686
Na1 -2.647 -0.620 -0.575
C15 -1.884 1.981 2.745
C16 -0.578 1.581 3.234
C17 0.286 2.973 2.745
C18 -1.730 3.405 2.461
C19 -1.734 4.315 3.570
C20 -0.569 4.519 4.303
C21 1.880 3.489 4.412
C22 0.604 3.773 3.934
H11 -0.288 3.696 0.659
H12 -2.802 1.366 2.777
H13 -0.591 1.181 4.266
H14 -2.649 4.844 3.756
H15 -0.503 5.171 5.155
H16 2.330 4.021 5.254
H17 2.527 2.786 3.862

Values from the calculation:
Charge   0
Lowest unoccupied orbital energy   -1.39 eV
HOMO   -6.48 eV


This record from OMol25 describes a structure of composition C3H3AlO2 in a non-equilibrium geometry. The level of theory is ωB97M-V with the def2-TZVPD basis set.

CARTESIAN COORDINATES (ANGSTROEM)
C1 1.100 0.136 -0.406
C2 0.234 0.896 0.553
H1 0.504 0.870 1.617
H2 2.061 -0.325 -0.191
H3 -0.066 1.899 0.217
O1 -0.764 -1.589 -1.290
C3 -0.060 -0.782 -0.605
O2 -0.874 -0.043 0.331
Al1 -2.135 -1.062 -0.226

Values from the calculation:
Energy relative to the best compared isomer or geometry (same formula, charge and spin)   0.385 eV
Charge   +2
Lowest unoccupied orbital energy (alpha / beta)   -12.64 / -13.36 eV
HOMO (alpha / beta)   -21.55 / -19.97 eV


This record from OMol25 describes a structure of composition C18H32N2NiO8 in a non-equilibrium geometry. The level of theory is ωB97M-V with the def2-TZVPD basis set.

CARTESIAN COORDINATES (ANGSTROEM)
Ni1 26.852 -16.487 11.929
C1 25.478 -12.689 10.784
C2 25.792 -13.956 11.299
C3 25.297 -14.314 12.725
O1 25.640 -15.474 13.151
C4 24.525 -13.422 13.454
C5 24.084 -12.219 12.836
C6 24.609 -11.830 11.473
O2 24.281 -10.757 10.954
O3 23.360 -11.477 13.506
O4 26.518 -14.852 10.779
H1 25.713 -12.441 9.759
H2 24.206 -13.668 14.454
C7 27.248 -18.671 14.147
O5 26.528 -18.280 13.007
C8 25.208 -18.766 12.883
C9 24.797 -18.644 11.415
N1 25.044 -17.287 10.891
C10 25.123 -17.190 9.408
C11 23.935 -17.812 8.676
O6 24.110 -19.208 8.620
C12 22.968 -19.869 8.131
H3 28.286 -18.376 14.020
H4 27.216 -19.755 14.310
H5 26.882 -18.244 15.086
H6 24.469 -18.335 13.563
H7 25.227 -19.846 13.077
H8 23.740 -18.918 11.377
H9 25.379 -19.373 10.858
H10 24.194 -16.770 11.112
H11 26.063 -17.641 9.094
H12 25.220 -16.123 9.210
H13 23.916 -17.367 7.674
H14 22.992 -17.533 9.161
H15 23.122 -20.946 8.118
H16 22.738 -19.570 7.100
H17 22.091 -19.614 8.739
C13 28.381 -18.747 10.156
O7 28.159 -17.425 10.612
C14 29.328 -16.625 10.451
C15 29.331 -15.411 11.412
N2 28.660 -15.736 12.685
C16 28.724 -14.592 13.641
C17 28.417 -15.113 15.038
O8 29.252 -16.244 15.261
C18 29.189 -16.683 16.603
H18 28.817 -18.837 9.161
H19 27.403 -19.227 10.123
H20 28.976 -19.338 10.859
H21 29.481 -16.222 9.445
H22 30.255 -17.189 10.601
H23 28.927 -14.560 10.867
H24 30.385 -15.153 11.568
H25 29.391 -16.292 13.144
H26 27.986 -13.859 13.308
H27 29.698 -14.097 13.687
H28 27.384 -15.464 15.154
H29 28.584 -14.334 15.790
H30 29.743 -17.618 16.660
H31 28.160 -16.919 16.896
H32 29.596 -15.929 17.278

Values from the calculation:
Multiplicity   3
Energy relative to the best compared isomer or geometry (same formula, charge and spin)   0.146 eV
Charge   0
Lowest unoccupied orbital energy (alpha / beta)   -0.01 / -0.01 eV
HOMO (alpha / beta)   -6.61 / -6.60 eV


This record from OMol25 describes the ion C2H4NO2S with charge -1 in a non-equilibrium geometry. The level of theory is ωB97M-V with the def2-TZVPD basis set.

CARTESIAN COORDINATES (ANGSTROEM)
C1 1.860 0.021 0.212
C2 -0.331 -0.140 -0.589
N1 1.026 0.028 -0.764
O1 4.014 -1.186 0.315
O2 3.940 1.405 0.364
S1 3.580 0.104 -0.340
H1 1.528 -0.198 1.338
H2 -0.629 -0.818 -1.382
H3 -0.847 0.812 -0.803
H4 -0.596 -0.633 0.545

Values from the calculation:
Energy relative to the best compared isomer or geometry (same formula, charge and spin)   2.078 eV
Charge   -1
Lowest unoccupied orbital energy   3.97 eV
HOMO   -3.37 eV


This record from OMol25 describes a cluster of 2 separate species, CH6N3 in total in a non-equilibrium geometry. The level of theory is ωB97M-V with the def2-TZVPD basis set.

CARTESIAN COORDINATES (ANGSTROEM)
C1 -0.668 -0.779 -0.130
N1 0.501 0.728 0.608
N2 -1.336 -1.417 0.719
N3 1.210 1.343 -0.451
H1 -0.535 -0.688 -1.197
H2 -1.928 -2.292 0.538
H3 -1.506 -1.151 1.671
H4 0.756 2.009 -1.022
H5 1.556 0.583 -0.977
H6 1.949 1.666 0.241

Values from the calculation:
Energy relative to the best compared isomer or geometry (same formula, charge and spin)   7.148 eV
Charge   +1
Lowest unoccupied orbital energy (alpha / beta)   -4.38 / -4.38 eV
HOMO (alpha / beta)   -13.05 / -13.05 eV


no.,M (g mol⁻¹)
1,535.57
2,98.04
3,463.15
4,106.13
5,60.08